Entry from OMol25: a molecular structure, C57H52BBrCrN4O5PS at a distorted geometry (ωB97M-V/def2-TZVPD).

Computed properties:
LUMO (spin up / spin down) = 2.0 / 2.0 eV
strongest force on any atom = 1.40 eV/A
expectation value of S² = 6.091
ΔE to the lowest compared entry with this formula, charge and spin = 9.55 kcal per mole
2S+1 = 5
net charge = -1
DFT total energy = -7181.471488 Ha
orbital gap (spin up / spin down) = 3.844 / 6.895 eV

The geometry in XYZ format:
```
123
Properties=species:S:1:pos:R:3:forces:R:3
Cr -1.10036 -0.53070 -0.08423 0.0 -0.5 1.3
C -3.30482 -0.61348 2.31232 0.0 0.0 0.1
O -1.93343 -0.76496 1.96431 0.0 -0.1 -0.2
C -1.01653 -1.01088 2.97525 -0.3 0.0 0.1
C -1.38031 -1.40835 4.26738 0.0 -0.1 0.1
C -0.31199 -1.59237 5.17090 0.0 0.0 -0.1
Br -0.76989 -2.13588 6.94178 0.0 0.0 0.0
C 1.00401 -1.44115 4.84916 0.0 0.1 -0.2
C 1.37077 -1.07908 3.50604 0.1 0.0 0.1
C 0.28333 -0.84429 2.61787 0.5 0.0 0.0
O 0.53409 -0.36339 1.33162 -0.1 0.2 -0.4
C 2.72609 -0.96508 3.11667 0.3 -0.2 -0.1
N 3.78506 -0.85009 3.93567 0.0 0.1 -0.2
C 4.88990 -0.79907 3.11858 0.0 0.0 0.2
C 6.24210 -0.66917 3.44002 0.0 0.0 -0.1
C 7.17956 -0.65449 2.40618 -0.1 0.0 0.1
C 6.79733 -0.75738 1.07024 -0.1 0.0 0.0
C 5.44584 -0.87027 0.72608 0.1 0.0 0.0
C 4.52635 -0.89157 1.75757 -0.2 0.0 0.0
N 3.14783 -0.97374 1.76756 0.0 0.1 0.0
H -3.72999 -1.57122 2.61889 0.0 0.0 0.0
H -3.80725 -0.26090 1.41708 0.0 0.0 0.0
H -3.40533 0.11084 3.12099 0.0 0.0 0.0
H -2.40458 -1.56549 4.56530 0.0 0.0 0.0
H 1.79490 -1.61568 5.56402 0.0 0.0 0.0
H 1.26360 0.27816 1.37125 -0.1 0.1 -0.1
H 6.54367 -0.57535 4.47610 0.0 0.0 0.0
H 8.23283 -0.56559 2.64729 0.0 0.0 0.0
H 7.55061 -0.75481 0.29160 0.0 0.0 0.0
H 5.13458 -0.93086 -0.31205 0.0 0.0 0.1
H 2.60179 -1.33060 1.00310 -0.1 0.0 0.0
C 3.51812 2.93442 0.48936 -0.1 0.0 0.0
C 2.48701 3.30373 -0.36697 0.0 0.0 0.0
C 1.16024 3.20161 0.04041 0.0 0.0 -0.1
C 0.84990 2.73622 1.31823 0.0 0.0 0.0
C 1.89736 2.38441 2.17517 0.1 0.1 0.1
C 3.22257 2.48248 1.76846 0.0 0.0 0.0
P -0.85459 2.39314 1.91264 -0.2 0.0 0.0
C -1.29614 3.94319 2.80664 0.1 0.0 0.0
C -0.34731 4.84689 3.28027 0.0 0.1 -0.1
C -0.72923 5.95305 4.03457 0.0 -0.1 0.0
C -2.06494 6.16950 4.33415 0.0 0.0 0.0
C -3.01938 5.26075 3.88963 0.0 0.0 0.0
C -2.63656 4.15646 3.14515 0.0 0.0 0.0
C -1.84968 2.48457 0.36724 0.0 0.1 -0.2
C -2.39184 3.70845 -0.05133 0.0 -0.1 0.0
C -3.15445 3.80072 -1.20204 0.0 0.0 0.0
C -3.36953 2.65408 -1.95511 0.0 0.0 0.0
C -2.80468 1.45262 -1.56221 0.1 -0.1 0.0
C -2.02246 1.30591 -0.40016 0.1 0.5 0.2
H 4.54738 2.98551 0.15528 0.0 0.0 0.0
H 2.71527 3.65854 -1.36715 0.0 -0.1 0.0
H 0.36320 3.46248 -0.64783 0.0 0.0 0.0
H 1.67496 2.02412 3.17620 0.0 -0.1 0.0
H 4.01344 2.17747 2.44220 0.0 0.0 0.0
H 0.70101 4.69548 3.05146 0.0 0.0 0.0
H 0.02586 6.64691 4.38485 0.0 0.0 0.0
H -2.36253 7.03687 4.91077 0.0 0.0 0.0
H -4.06581 5.41330 4.12669 0.0 0.0 0.0
H -3.38903 3.45269 2.80465 0.0 0.0 0.0
H -2.22057 4.60229 0.53396 0.0 0.0 0.0
H -3.57318 4.75361 -1.50647 0.0 0.0 0.0
H -3.96616 2.70021 -2.86000 0.0 0.0 0.0
H -2.96483 0.58627 -2.19123 0.0 0.0 0.0
C 5.56992 1.25752 -5.72936 0.0 0.0 0.0
C 5.52239 1.40307 -4.20086 -0.1 0.0 0.0
C 6.18791 2.72432 -3.79463 0.0 0.0 0.0
C 6.32427 0.25159 -3.59365 0.0 0.0 0.0
C 4.06414 1.39784 -3.72814 0.0 -0.1 0.0
C 3.16419 2.33357 -4.25149 0.0 0.0 0.0
C 1.81469 2.36189 -3.89994 0.0 0.1 -0.1
C 1.38621 1.42515 -2.98763 -0.3 0.0 0.0
O 0.13602 1.22961 -2.46735 0.1 -0.1 -0.1
B 0.21144 0.15981 -1.55428 0.6 0.4 -0.5
O 1.58107 -0.29298 -1.56967 0.0 0.1 -0.1
C 2.26535 0.51371 -2.44875 0.0 -0.3 0.1
C 3.59519 0.46293 -2.79801 0.1 0.0 0.0
H 6.60800 1.20550 -6.07184 -0.1 0.0 0.0
H 5.09115 2.10059 -6.23084 0.0 0.0 0.0
H 5.05703 0.34489 -6.04280 0.0 0.0 0.0
H 7.22535 2.75097 -4.14158 0.0 0.0 0.0
H 6.18573 2.83610 -2.70754 0.0 0.0 0.0
H 5.66387 3.58189 -4.22263 0.0 0.0 0.0
H 7.34385 0.27448 -3.98590 0.0 0.0 0.0
H 5.88938 -0.71817 -3.84881 0.0 0.0 0.0
H 6.38506 0.32998 -2.50499 0.0 0.0 0.0
H 3.52173 3.07656 -4.95567 0.0 -0.1 0.0
H 1.13184 3.09108 -4.31908 0.0 0.0 0.0
H 4.24403 -0.27358 -2.34129 -0.1 0.0 -0.1
C 1.80113 -4.80090 -2.11806 0.0 0.0 0.0
C 0.85551 -4.24356 -1.10524 0.0 -0.1 0.0
C -0.04890 -4.84895 -0.26122 0.0 -0.1 0.1
C -0.67535 -3.80268 0.44372 0.0 0.0 0.1
N -0.18376 -2.63151 0.05597 -0.2 0.0 -0.4
N 0.74008 -2.92657 -0.88771 0.0 0.1 0.2
C -1.73077 -3.90698 1.49501 0.0 0.0 -0.1
H 1.86693 -5.88168 -2.01062 0.0 0.0 0.0
H 2.80227 -4.38254 -1.99987 0.0 0.0 0.0
H 1.46123 -4.57976 -3.13162 0.0 0.0 0.0
H -0.23506 -5.90619 -0.15531 0.0 0.1 0.0
H 1.25271 -2.16498 -1.31247 0.0 0.0 0.0
H -2.09001 -4.93391 1.56471 0.0 0.0 0.0
H -2.56614 -3.25337 1.24147 0.0 0.0 0.0
H -1.34523 -3.60234 2.46873 0.0 0.0 0.0
C -11.48484 -3.71075 -1.08221 0.0 -0.2 0.0
C -10.13312 -3.41828 -1.67874 0.0 -0.3 0.0
O -9.83358 -2.37302 -2.16931 0.2 0.3 0.0
S -9.00538 -4.83717 -1.57679 -0.1 0.1 0.1
C -7.42546 -4.03156 -1.48851 0.0 0.0 0.0
C -6.93042 -3.25126 -2.52745 0.1 0.0 0.0
C -5.70655 -2.61586 -2.38861 0.0 0.0 -0.1
C -4.94176 -2.76160 -1.22714 0.1 0.1 0.0
C -5.43880 -3.57983 -0.20643 -0.1 0.0 0.0
C -6.67164 -4.20067 -0.32986 0.1 0.1 -0.1
C -3.69194 -2.06881 -1.07121 -0.2 -0.2 -0.1
C -2.64311 -1.46538 -0.92482 -0.4 -0.2 -0.1
H -12.21299 -2.97681 -1.42036 0.0 0.0 0.0
H -11.38992 -3.66135 0.00330 0.0 0.0 0.0
H -11.80747 -4.72155 -1.33850 0.0 0.0 0.0
H -7.50781 -3.13172 -3.43322 0.0 0.0 0.0
H -5.32416 -1.99410 -3.18791 0.0 0.0 0.0
H -4.85208 -3.71524 0.69311 0.0 0.0 0.0
H -7.05662 -4.81852 0.47190 0.0 0.0 0.0
```
Positions in Å, forces in eV/Å.

Atomic partial charges in e from the Löwdin method, atoms 1 to 4: number 1, Cr, carries 0.654; number 2, C, carries -0.048; number 3, O, carries -0.215; number 4, C, carries -0.273

---

Entry from OMol25: 2 unconnected molecules or ions with the total composition C7H12 (ωB97M-V/def2-TZVPD).

Computed properties:
LUMO = 1.1 eV
strongest force on any atom = 0.31 eV/A
ΔE to the lowest compared entry with this formula, charge and spin = 32.58 kcal per mole
2S+1 = 1
DFT total energy = -273.856632 Ha
orbital gap = 9.491 eV

The geometry in XYZ format:
```
19
Properties=species:S:1:pos:R:3:forces:R:3
C -2.46076 0.53272 0.32573 0.0 -0.1 0.1
C -0.98385 0.49719 0.07870 0.0 0.3 0.0
C 0.02923 0.55553 0.95998 -0.1 0.1 -0.1
C 1.34977 0.59587 0.23279 0.0 0.0 0.0
C 2.26714 -0.57223 0.60490 0.1 -0.1 0.0
C 0.92373 0.56529 -1.21307 -0.1 -0.1 0.0
C -0.41271 0.49704 -1.28233 0.1 0.2 0.0
H -2.69575 0.43261 1.38904 0.0 0.0 -0.1
H -2.96983 -0.27241 -0.21603 0.1 0.1 0.1
H -2.89123 1.47503 -0.03720 0.1 -0.1 0.1
H -0.06125 0.59220 2.04287 0.0 0.0 -0.2
H 1.86918 1.54619 0.44162 -0.1 -0.1 0.0
H 1.76050 -1.52068 0.39499 0.1 0.1 0.0
H 2.51738 -0.54691 1.67054 0.0 0.0 -0.1
H 3.19832 -0.54171 0.02993 -0.1 0.0 0.1
H 1.61790 0.57727 -2.04810 -0.1 0.0 0.2
H -1.02008 0.47406 -2.18226 0.1 -0.1 0.1
H -1.26129 -2.72276 -0.63836 0.0 0.0 0.0
H -0.77641 -2.16430 -0.55373 -0.1 -0.1 0.0
```
Positions in Å, forces in eV/Å.

Atomic partial charges in e from the Löwdin method, atoms 1 to 4: number 1, C, carries -0.061; number 2, C, carries -0.324; number 3, C, carries -0.037; number 4, C, carries -0.372

---

Entry from OMol25: a molecular structure, C27H26Cl5CrNO5P at a distorted geometry (ωB97M-V/def2-TZVPD).

Computed properties:
LUMO (spin up / spin down) = 2.4 / 2.4 eV
strongest force on any atom = 1.34 eV/A
expectation value of S² = 6.012
ΔE to the lowest compared entry with this formula, charge and spin = 0.00 kcal per mole
2S+1 = 5
net charge = -1
DFT total energy = -5162.447404 Ha
orbital gap (spin up / spin down) = 7.408 / 7.832 eV

The geometry in XYZ format:
```
66
Properties=species:S:1:pos:R:3:forces:R:3
Cr -0.72635 -2.06324 0.23319 0.1 -0.7 0.1
O -3.80808 -1.66766 -2.38145 -0.1 -0.1 -0.4
C -2.99762 -1.73846 -1.48020 0.3 0.0 0.7
O -1.79554 -2.22188 -1.49163 -0.7 0.2 0.0
C -3.39981 -1.15756 -0.10116 -0.4 -0.3 -1.1
C -4.61804 -0.62029 0.25073 -0.4 0.1 -0.4
C -4.76612 -0.15727 1.54792 -0.3 0.1 0.2
C -3.70906 -0.23247 2.44582 -0.2 0.2 0.4
C -2.52145 -0.76605 1.99751 0.5 0.2 1.2
N -2.42728 -1.20079 0.77096 0.7 -0.4 -0.4
C -1.19446 -0.88733 2.79288 -0.3 -0.2 -0.8
O -1.16908 -0.42174 3.91510 0.2 0.1 0.4
O -0.25402 -1.45557 2.11601 -0.5 0.1 0.5
H -5.41052 -0.57078 -0.49046 0.1 0.0 0.1
H -5.71339 0.27297 1.86204 0.1 -0.1 0.0
H -3.77681 0.11405 3.47069 0.0 0.0 -0.1
Cl 5.23544 -6.24910 0.06936 -0.3 0.1 0.0
C 3.60430 -5.65336 0.14619 0.0 -0.2 0.1
C 3.31721 -4.33907 -0.20468 0.1 0.2 -0.1
Cl 4.57495 -3.26133 -0.74355 -0.2 -0.3 0.1
C 2.01882 -3.87733 -0.11938 -0.2 0.3 -0.1
Cl 1.61787 -2.24695 -0.61293 0.5 -0.4 -0.1
C 0.92125 -4.64144 0.35714 -0.2 0.1 0.0
O -0.25383 -4.16452 0.47569 0.4 0.1 -0.1
C 1.25013 -5.98671 0.68059 0.1 -0.2 0.0
Cl -0.05742 -6.98636 1.22366 0.2 0.1 -0.1
C 2.54830 -6.47399 0.57221 -0.1 -0.1 0.0
Cl 2.87640 -8.13587 0.97257 0.0 0.3 -0.1
C -2.20409 2.26075 0.15957 -0.1 -0.1 0.1
C -0.78524 2.67780 0.57453 0.1 -0.1 0.2
C -0.49999 4.03334 -0.07198 -0.1 0.1 0.1
C -0.74946 2.78201 2.10755 -0.1 0.0 0.1
P 0.31836 1.22739 0.06771 -0.2 0.1 -0.7
C 0.24492 1.39616 -1.77502 0.1 0.1 -0.3
C -0.75347 0.66138 -2.42922 0.1 0.1 -0.1
C -0.89517 0.68217 -3.81949 0.1 0.0 0.2
C -0.02244 1.44440 -4.58776 0.0 0.0 0.2
C 0.97870 2.18623 -3.96283 0.0 -0.1 0.1
C 1.10637 2.16401 -2.57572 -0.1 0.0 0.0
C 2.10708 1.53992 0.53756 0.2 -0.1 0.2
C 3.02271 0.72155 -0.41792 0.1 0.2 0.1
C 2.61043 2.98622 0.60534 0.1 -0.1 0.0
C 2.22651 0.91546 1.94455 0.1 0.1 0.2
H -2.92270 2.93865 0.63889 0.1 -0.1 -0.1
H -2.44605 1.23875 0.47269 0.1 0.3 -0.1
H -2.34556 2.32506 -0.92022 0.0 0.0 0.0
H -1.35581 4.70180 0.11034 0.2 -0.1 0.0
H -0.37621 3.95082 -1.15397 0.0 0.0 0.0
H 0.38457 4.51634 0.34042 0.0 0.0 0.0
H -1.57212 3.42859 2.44688 0.1 -0.1 0.0
H 0.18653 3.21884 2.47041 -0.1 0.0 -0.1
H -0.87057 1.80458 2.59487 0.0 0.2 -0.1
H -1.42419 0.04449 -1.84183 0.2 0.1 -0.1
H -1.67470 0.08064 -4.28453 0.1 0.1 0.1
H -0.11434 1.45797 -5.66794 0.0 0.0 0.0
H 1.66763 2.78279 -4.55866 -0.1 -0.1 0.1
H 1.88751 2.75891 -2.11567 -0.1 -0.1 -0.1
H 3.56251 1.38049 -1.10397 -0.1 0.0 0.0
H 2.49628 -0.00805 -1.03243 0.0 0.2 0.1
H 3.76540 0.16566 0.16843 -0.1 0.1 -0.1
H 2.49708 3.51877 -0.34006 0.0 0.0 0.1
H 3.68227 2.96501 0.84531 -0.1 0.0 0.0
H 2.11523 3.56505 1.38779 0.0 -0.1 0.0
H 1.95675 -0.14253 1.93878 0.0 0.0 0.0
H 1.56532 1.40096 2.67132 0.1 0.0 -0.1
H 3.26419 1.01771 2.30145 -0.2 0.0 -0.1
```
Positions in Å, forces in eV/Å.

Atomic partial charges in e from the Löwdin method, atoms 1 to 4: number 1, Cr, carries 0.671; number 2, O, carries 0.056; number 3, C, carries -0.594; number 4, O, carries -0.130

---

Entry from OMol25: a molecular structure, C5H11NO at a distorted geometry (ωB97M-V/def2-TZVPD).

Computed properties:
LUMO = 0.9 eV
strongest force on any atom = 4.58 eV/A
ΔE to the lowest compared entry with this formula, charge and spin = 97.45 kcal per mole
2S+1 = 1
DFT total energy = -326.976048 Ha
orbital gap = 10.041 eV

The geometry in XYZ format:
```
18
Properties=species:S:1:pos:R:3:forces:R:3
C 0.56965 -0.19800 -0.89898 -3.2 0.4 0.7
C -1.19102 0.31281 1.29700 2.2 0.5 2.9
C 1.36834 -1.13365 -0.10428 -0.9 -0.7 3.5
C 0.96978 1.26147 -0.76218 0.0 -0.1 -0.1
N -1.82768 0.54159 -0.02665 1.0 -0.6 0.4
C -1.06721 -0.51440 -0.46691 1.8 -1.1 -4.1
O -1.49083 -1.59802 -0.83333 0.1 0.5 0.7
H -2.81830 0.31520 -0.05402 0.1 -0.3 0.2
H 0.46049 -0.51277 -1.93656 0.3 0.1 -0.1
H -1.92163 -0.01147 2.03111 0.1 0.0 0.1
H -0.65918 1.21579 1.58897 -0.5 0.3 0.4
H -0.06229 -0.46248 1.55315 -3.9 1.6 -1.2
H 1.22286 1.51340 0.26726 0.0 -0.1 0.1
H 0.16308 1.92281 -1.07152 0.0 0.0 -0.1
H 1.85176 1.46226 -1.37175 0.0 0.0 0.0
H 0.81585 -1.04346 1.11647 2.6 -0.7 -3.1
H 2.41992 -0.89255 0.01642 0.1 0.0 0.0
H 1.19639 -2.17850 -0.34419 0.2 0.0 -0.1
```
Positions in Å, forces in eV/Å.

Atomic partial charges in e from the Löwdin method, atoms 1 to 4: number 1, C, carries -0.336; number 2, C, carries -0.107; number 3, C, carries -0.084; number 4, C, carries -0.081

---

Entry from OMol25: C19H21ClN2O6S in the gas phase at a distorted geometry (ωB97M-V/def2-TZVPD).

Computed properties:
LUMO = 0.5 eV
strongest force on any atom = 1.26 eV/A
ΔE to the lowest compared entry with this formula, charge and spin = 33.21 kcal per mole
2S+1 = 1
DFT total energy = -2155.943249 Ha
orbital gap = 8.471 eV

The geometry in XYZ format:
```
50
Properties=species:S:1:pos:R:3:forces:R:3
C 5.45353 -3.30489 1.93704 -0.1 0.3 0.2
C 4.72315 -2.69214 3.13050 -0.2 -0.1 -0.1
C 4.38045 -3.75973 4.16446 0.1 0.2 -0.1
C 3.45165 -1.95428 2.68734 0.5 0.4 0.3
N 2.47622 -2.84975 2.11241 -0.8 -0.1 0.1
S 0.88354 -2.40335 2.18352 0.3 -0.2 -0.4
O 0.59954 -2.01105 3.52859 0.2 0.3 0.0
O 0.13745 -3.46022 1.57255 0.1 0.1 -0.3
C 0.79617 -0.95153 1.13006 -0.1 -0.5 0.4
C 0.61918 -1.10718 -0.22865 0.0 0.0 0.0
C 0.61668 0.00232 -1.05860 0.0 0.2 0.0
C 0.80498 1.27365 -0.52337 0.0 -0.1 0.3
O 0.83751 2.42642 -1.24046 0.0 0.0 0.2
C 0.76379 2.34982 -2.64760 0.0 -0.1 -0.4
C -0.62793 1.95468 -3.17383 0.4 0.2 0.4
O -0.75668 1.33024 -4.20243 0.0 -0.1 -0.2
N -1.61458 2.40570 -2.36838 0.1 0.3 0.4
C -3.00253 2.26521 -2.50203 -0.4 -0.2 -0.3
C -3.58207 1.61078 -3.58045 0.3 0.0 0.0
C -4.96497 1.49347 -3.69192 -0.5 0.2 0.3
C -5.73341 2.04814 -2.69876 0.4 0.2 0.3
C -5.15053 2.70584 -1.61258 -0.1 -0.3 -0.5
C -3.79126 2.82867 -1.48791 -0.3 0.0 0.0
O -6.13031 3.16304 -0.77688 0.5 0.0 0.0
C -7.35400 2.77050 -1.36434 -1.2 0.2 0.4
O -7.09607 2.07874 -2.56669 0.2 -0.2 -0.3
C 0.96665 1.40884 0.86528 0.0 -0.1 -0.2
Cl 1.16669 2.98721 1.52361 0.0 0.1 0.2
C 0.96474 0.30075 1.69011 0.0 0.2 -0.1
H 6.40703 -3.71926 2.25518 0.1 -0.1 0.0
H 5.64581 -2.55383 1.17333 0.1 0.0 -0.1
H 4.86544 -4.10821 1.50040 0.0 -0.2 -0.1
H 5.37838 -1.94419 3.59087 -0.1 0.0 -0.1
H 3.92268 -3.30773 5.04021 -0.1 0.0 0.2
H 3.67559 -4.47037 3.74187 -0.1 -0.1 0.0
H 5.27689 -4.29135 4.47424 0.1 -0.1 0.1
H 2.95904 -1.52011 3.55926 0.2 0.1 0.0
H 3.71425 -1.14338 1.99041 0.0 0.0 0.1
H 2.72341 -3.24728 1.22125 -0.1 -0.1 -0.2
H 0.46257 -2.09732 -0.62544 0.0 -0.1 -0.1
H 0.45710 -0.12930 -2.11664 0.0 0.0 -0.1
H 0.98996 3.36089 -3.00096 0.0 -0.2 0.0
H 1.51054 1.66306 -3.06002 -0.2 0.0 0.0
H -1.31722 2.91138 -1.54207 0.1 -0.1 -0.2
H -2.94952 1.18930 -4.34257 0.0 0.0 0.0
H -5.41515 0.98669 -4.52792 -0.1 -0.1 -0.1
H -3.35275 3.33746 -0.64498 0.1 0.1 0.1
H -7.96349 3.66359 -1.57539 0.2 -0.2 0.0
H -7.90137 2.11358 -0.66967 0.2 0.1 -0.2
H 1.07320 0.39645 2.75805 0.0 0.1 0.1
```
Positions in Å, forces in eV/Å.

Atomic partial charges in e from the Löwdin method, atoms 1 to 4: number 1, C, carries -0.078; number 2, C, carries -0.418; number 3, C, carries -0.074; number 4, C, carries -0.234